Formula: C32H28BBrF4N3PRu
Source: OMol25
Level of theory: ωB97M-V/def2-TZVPD

The geometry in XYZ format:
```
71
Properties=species:S:1:pos:R:3
B -2.169 -0.262 -3.636
H 1.972 2.966 -0.771
H 2.715 -0.276 -5.284
C -3.129 -1.203 1.571
C 4.539 1.683 -3.108
C 3.593 -3.674 1.099
F -3.378 -0.100 -3.005
C 1.725 1.083 2.002
C -4.466 -0.841 1.855
C -6.301 0.059 0.135
H -2.495 -2.737 2.797
H 1.791 4.796 0.894
H -1.637 2.560 3.253
Br -2.201 5.284 2.368
C 3.788 -1.436 0.275
C -2.048 3.752 0.065
C 1.600 -2.502 0.254
C -1.934 3.765 1.495
H 4.740 1.223 -5.224
H -4.077 -0.466 -1.236
C 4.342 -2.562 0.959
C 1.483 -4.833 0.757
H -2.350 4.580 -0.596
H 2.077 -5.755 1.096
H 5.346 -2.565 1.329
H -6.602 -0.435 -0.798
N -1.410 1.443 0.099
H 1.617 0.031 2.230
C 1.766 1.425 0.674
C 3.122 0.181 -4.363
H -2.125 -1.317 3.530
C 1.865 2.753 0.291
F -1.369 0.851 -3.651
H 4.429 -0.558 0.020
C 3.798 1.396 -1.995
C 1.660 2.053 2.964
C 0.189 -4.865 0.410
C 0.213 -2.455 0.030
H 1.799 4.106 3.441
C 2.258 -3.682 0.689
H -1.136 0.501 1.949
C -4.951 -0.383 0.621
H 4.041 -4.543 1.594
H 4.176 1.884 -1.095
H 1.498 1.754 4.005
P 1.657 0.151 -0.682
C -1.603 2.577 2.169
F -2.136 -0.910 -4.789
N -2.860 -1.064 0.273
C -1.355 1.443 1.463
C 2.707 0.560 -2.038
C -0.492 -3.641 0.167
H -7.019 -0.171 0.918
H -1.105 -1.921 2.218
H 5.440 2.280 -3.075
H -0.396 -5.785 0.568
C -1.770 2.560 -0.587
H -1.584 -3.676 0.199
N -3.951 -0.524 -0.246
C -2.172 -1.786 2.555
C 4.177 1.061 -4.318
Ru -0.819 -0.711 -0.703
C 1.792 3.768 1.274
H -6.273 1.158 -0.014
H 1.351 -0.547 -3.258
C 1.704 3.377 2.618
C 2.285 -0.036 -3.234
C 2.419 -1.343 0.059
F -1.412 -1.179 -2.604
H -1.873 2.529 -1.662
H -5.072 -0.845 2.737
```

As for the expectation value of S²: 8.76. Its highest occupied orbital energy (spin up / spin down) is -10.1648 / -11.0348 eV. The energy relative to the best compared isomer or geometry (same formula, charge and spin) comes out at 1.8 kcal per mole. The lowest unoccupied orbital energy (spin up / spin down) is -2.823 / -4.841 eV. The spin multiplicity is 6. Its charge is +1. For the molar mass, the calculation gives 753.35 g mol⁻¹.



Formula: CH4N2OS
Source: OMol25
Level of theory: ωB97M-V/def2-TZVPD

The geometry in XYZ format:
```
9
Properties=species:S:1:pos:R:3
H -0.744 2.025 -0.013
N 1.152 1.080 -0.097
C -0.106 1.010 -0.077
O -0.663 -1.333 -0.229
H 3.024 -0.092 0.142
S 1.891 -0.651 -0.069
H -1.217 -2.106 0.638
H -2.176 0.100 -0.342
N -1.161 -0.033 0.048
```

Its highest occupied orbital energy is -8.5237 eV. The energy relative to the best compared isomer or geometry (same formula, charge and spin) comes out at 123.2 kcal per mole. The lowest unoccupied orbital energy is 0.058 eV. The spin multiplicity is 1. For the molar mass, the calculation gives 92.12 g mol⁻¹.



Formula: C22H25N3O5
Source: OMol25
Level of theory: ωB97M-V/def2-TZVPD

The geometry in XYZ format:
```
55
Properties=species:S:1:pos:R:3
H -3.775 0.193 -1.028
C 5.379 -1.138 -0.456
C 5.747 0.306 1.419
C 4.012 -1.541 1.634
C -6.163 1.386 0.057
H 4.136 -1.327 2.729
H -5.408 -0.165 1.077
C -0.268 -0.722 -0.715
N -4.029 1.276 -0.955
H 5.484 0.782 2.541
H -2.059 -0.299 -1.760
H -7.587 -2.425 1.407
C 0.402 0.819 1.061
C 5.128 -0.567 0.777
H 4.750 -2.125 -0.901
N 1.265 1.224 1.778
H 7.502 0.863 -3.390
C 6.297 -0.612 -1.383
O 2.194 -2.066 -0.384
C -6.250 -2.081 -0.451
H -1.150 2.347 1.390
C 6.837 0.899 0.610
H -5.663 1.355 -1.856
H 8.718 -0.307 -2.477
O 3.114 0.787 3.341
C -0.778 1.260 0.721
C 8.400 0.718 -2.901
H 6.470 -1.032 -2.248
C 7.078 0.588 -0.803
C 1.894 -1.059 0.500
H -8.417 -2.361 -0.109
H -5.887 2.024 1.134
C 0.672 -0.365 0.059
H -7.004 -0.012 1.181
H 1.150 1.861 2.617
O -6.275 -0.582 -0.648
C 2.444 0.514 2.318
C -1.783 1.177 -0.277
C -6.172 0.043 0.532
H -5.002 2.786 -1.045
H 9.064 1.492 -2.965
C -2.888 1.855 -0.324
H 7.462 1.689 1.075
H 0.175 -1.408 -1.545
C -5.302 1.875 -1.114
H -7.282 1.780 0.133
O 8.096 1.335 -1.388
C -7.577 -2.642 0.348
N 2.609 -0.567 1.578
C -1.331 -0.148 -0.971
H -5.463 -2.314 0.047
O -3.030 3.263 0.056
H 3.799 -2.538 1.372
H -7.411 -3.666 0.119
H -6.326 -2.430 -1.515
```

Its highest occupied orbital energy is -8.4236 eV. The energy relative to the best compared isomer or geometry (same formula, charge and spin) comes out at 465.9 kcal per mole. The lowest unoccupied orbital energy is -1.336 eV. The spin multiplicity is 1. As for the SMILES: CCOCCCNC(=O)c1ccc2c(=O)n(Cc3ccc(OC)cc3)c(=O)[nH]c2c1. For the molar mass, the calculation gives 411.46 g mol⁻¹.



Formula: C26H26N7OSSr
Source: OMol25
Level of theory: ωB97M-V/def2-TZVPD

The geometry in XYZ format:
```
62
Properties=species:S:1:pos:R:3
C -0.126 3.183 -2.852
C 4.223 -1.536 1.323
H 0.778 -0.817 4.170
N 0.048 -1.418 2.346
C -0.166 2.762 -1.513
C -0.880 -2.125 0.222
H -0.048 -2.850 -2.414
C -0.006 -1.462 -4.053
H -1.054 4.068 3.306
C -0.082 -1.806 -2.692
N 0.852 4.858 2.874
H 7.879 -1.117 -1.050
H 2.839 3.694 0.630
H -0.029 2.513 -4.876
H 0.027 0.107 -5.509
H 1.103 5.826 2.795
N -0.210 -1.084 -0.338
C -0.147 0.532 -2.113
H -0.337 -2.607 5.464
C -0.183 4.473 3.820
H -3.110 -4.652 -0.291
C 1.438 3.950 2.076
Sr 1.050 0.567 0.958
C -2.438 -4.014 0.269
H -1.767 -4.252 4.243
C 5.395 -2.063 0.748
N -0.169 1.499 -1.150
C 5.892 -1.463 -0.373
C -0.738 -2.299 1.655
C -2.270 -4.220 1.608
H 4.224 -2.984 2.911
C -0.082 0.862 -3.487
H 7.510 -2.811 -0.700
H -0.481 5.355 4.379
S 3.327 1.439 -1.024
H -2.785 -5.013 2.133
C 4.087 0.129 -0.290
C -1.764 -2.992 -0.413
H 2.702 5.332 1.178
C -0.177 -0.850 -1.693
H 2.627 -2.580 2.249
N 2.378 4.383 1.202
H 6.878 -2.049 -2.168
H -0.130 4.239 -3.085
C -1.255 -3.455 3.718
H 0.061 -2.254 -4.788
N 3.605 -0.475 0.826
H 0.192 3.726 4.517
C -0.075 2.232 -3.830
C 3.607 -2.180 2.520
C -0.473 -2.559 4.393
H -1.962 -2.862 -1.466
C 0.157 -1.544 3.653
H -0.188 3.499 -0.716
C 7.111 -1.890 -1.114
H 5.883 -2.926 1.171
C -0.018 -0.159 -4.461
O 1.120 2.748 2.129
N 5.223 -0.388 -0.853
H 3.448 -1.435 3.301
C -1.423 -3.344 2.322
H 5.546 0.076 -1.693
```

Its highest occupied orbital energy is -8.5086 eV. The energy relative to the best compared isomer or geometry (same formula, charge and spin) comes out at 0.0 kcal per mole. The lowest unoccupied orbital energy is -3.096 eV. The spin multiplicity is 1. Its charge is +1. For the molar mass, the calculation gives 572.23 g mol⁻¹.